1.
The following is a quantum chemistry calculation of a gas-phase ion, C7H13N4 (charge +1) at a distorted geometry, from the Open Molecules 2025 dataset.

For the HOMO energy, the calculation gives -11.473 eV. As for the lowest unoccupied orbital energy: -3.284 eV. As for the spin multiplicity: 1. Its molecular weight is 153.21 g/mol. As for the total energy: -13422.1040 eV. As for the charge: +1.

Geometry (Å):
N -0.802 0.768 1.014
N -2.484 -0.925 0.581
N -1.152 -2.647 0.224
N 1.624 -0.152 0.685
C -1.717 1.825 0.720
C 0.921 0.983 0.047
C -0.339 -1.562 0.448
C 0.731 0.912 -1.425
C -2.427 -2.202 0.340
C -1.193 -0.497 0.661
C 1.144 -1.514 0.297
H -1.317 2.764 1.097
H -2.636 1.577 1.253
H 0.034 0.125 -1.708
H 2.631 -0.094 0.486
H 1.477 -0.033 1.695
H 1.263 1.928 0.451
H -1.966 1.914 -0.341
H 1.682 0.736 -1.932
H 0.337 1.859 -1.782
H 1.446 -1.710 -0.739
H -3.285 -2.835 0.241
H -0.859 -3.597 0.065
H 1.639 -2.249 0.942

---

2.
The following is a quantum chemistry calculation of a gas-phase ion, C3H7IN (charge -1), from the Open Molecules 2025 dataset.

For the HOMO energy, the calculation gives -1.826 eV. As for the lowest unoccupied orbital energy: 3.128 eV. As for the spin multiplicity: 1. Its molecular weight is 184.00 g/mol. As for the total energy: -12814.3437 eV. As for the charge: -1.

Geometry (Å):
I 0.996 -2.462 -0.486
N -2.184 0.186 -0.496
C -1.147 -0.246 0.352
C 1.384 0.498 0.155
C 0.256 -0.372 -0.382
H 0.956 1.430 0.537
H -1.372 -1.225 0.798
H 1.916 0.021 0.980
H -0.906 0.423 1.216
H -2.087 1.196 -0.622
H 2.121 0.744 -0.614
H 0.066 -0.193 -1.438

---

3.
The following is a quantum chemistry calculation of a gas-phase ion, C7H15IN2 (charge +2) at a distorted geometry, from the Open Molecules 2025 dataset.

For the HOMO energy, the calculation gives -17.197 eV. As for the lowest unoccupied orbital energy: -7.494 eV. As for the spin multiplicity: 1. Its molecular weight is 254.12 g/mol. As for the total energy: -18564.0679 eV. As for the charge: +2.

Geometry (Å):
I 0.352 -1.661 2.195
N 1.368 -2.553 -1.031
N -1.072 0.960 1.218
C -2.172 1.054 0.608
C 1.408 -0.988 -1.168
C 0.187 -0.263 -0.523
C -2.724 1.972 1.675
C 0.292 0.092 1.029
C -1.266 1.991 2.250
C 1.714 -0.463 -2.518
H -0.699 -0.788 -0.583
H 1.868 0.551 -2.321
H 1.026 -0.830 -3.299
H 1.226 -3.048 -0.109
H -2.545 0.573 -0.326
H 2.320 -2.694 -1.242
H -1.036 1.663 3.229
H 0.869 -2.916 -1.866
H 1.132 0.669 1.367
H 2.322 -0.659 -0.431
H -3.023 2.967 1.391
H -3.604 1.629 2.330
H -0.603 2.867 2.076
H -0.009 0.686 -1.107
H 2.671 -0.813 -2.847

---

4.
The following is a quantum chemistry calculation of a molecular structure, C29H32As2O8P2PtS3Se, from the Open Molecules 2025 dataset.

For the HOMO energy, the calculation gives -8.015 eV. As for the lowest unoccupied orbital energy: -1.500 eV. As for the spin multiplicity: 1. Its molecular weight is 1090.60 g/mol. As for the total energy: -288332.1476 eV.

Geometry (Å):
Pt -0.175 0.795 1.134
Se -1.872 1.356 -0.500
As 1.658 1.197 -0.281
As 0.050 0.547 -3.416
S -0.946 -3.640 -1.449
S -2.235 -0.396 2.414
S 2.059 -2.404 1.760
P 0.785 0.521 4.150
P -0.350 2.978 3.324
O 1.200 0.368 2.662
O 0.449 -0.664 4.930
O -0.020 2.702 1.842
O -0.379 -0.980 0.246
O -1.844 3.534 3.327
O 1.885 1.422 4.853
O -0.509 1.548 4.027
O 0.607 3.837 4.047
C -1.341 -2.556 3.427
C -0.660 -2.186 0.947
C -1.579 -2.916 -0.021
C 2.901 -2.528 -2.853
C -2.050 -1.879 4.470
C 3.158 1.463 0.891
C 1.453 -0.591 -2.644
C -2.509 -4.033 -2.017
C -1.768 5.562 -0.507
C -1.352 -1.879 2.257
C 3.581 -2.166 -1.705
C -1.763 3.206 -0.992
C 0.637 0.479 -5.289
C 1.818 -4.939 1.752
C 2.723 -3.955 2.008
C -1.784 4.246 -0.068
C -1.382 -0.770 -3.559
C -3.477 -3.632 -1.149
C -1.768 5.853 -1.865
C 0.554 -3.049 1.253
C 3.188 -1.036 -1.008
C -1.801 4.818 -2.788
C -2.939 -2.985 -0.002
C 2.125 -0.257 -1.461
C -1.795 3.500 -2.354
C 1.505 2.919 -1.115
C 1.858 -1.739 -3.315
C 0.571 -4.415 1.326
C -2.554 -0.689 4.077
H 4.402 -2.766 -1.336
H 0.662 2.954 -1.794
H 0.829 -0.533 -5.642
H -1.827 5.034 -3.849
H -2.634 -4.554 -2.953
H -2.030 4.026 4.136
H 3.708 -0.782 -0.098
H 2.026 -5.993 1.865
H -1.821 4.029 0.986
H -1.030 -1.699 -4.009
H 3.741 -4.060 2.348
H -3.092 0.039 4.660
H -1.762 6.882 -2.201
H -1.771 6.365 0.219
H 2.438 3.106 -1.647
H -3.540 -2.587 0.803
H -0.288 -5.025 1.085
H 1.781 2.373 4.644
H 1.342 -2.036 -4.220
H -4.533 -3.795 -1.312
H 3.182 -3.422 -3.395
H -2.125 -2.253 5.480
H 4.023 1.711 0.275
H -0.160 0.914 -5.894
H -0.799 -3.479 3.571
H 3.332 0.589 1.508
H 1.369 3.637 -0.306
H -1.812 2.694 -3.074
H -2.171 -0.343 -4.180
H 2.891 2.294 1.541
H -1.780 -0.971 -2.566
H 1.534 1.082 -5.415